{"formula": "C23H27MnN3OSSi", "method": "wB97M-V/def2-TZVPD", "symbols": ["Mn", "S", "C", "C", "C", "C", "C", "N", "H", "H", "H", "H", "C", "N", "C", "C", "C", "N", "C", "C", "O", "H", "H", "H", "H", "H", "H", "H", "H", "H", "H", "H", "H", "C", "C", "C", "C", "C", "C", "Si", "C", "C", "C", "C", "C", "C", "H", "H", "H", "H", "H", "H", "H", "H", "H", "H", "H"], "xyz": [[1.29732, -0.64062, 0.18040], [2.98205, -2.30852, -0.02705], [2.78476, -1.98669, 1.68661], [3.77740, -2.25089, 2.64170], [3.53951, -1.93300, 3.95440], [2.33893, -1.31962, 4.33043], [1.42037, -1.05038, 3.34756], [1.62301, -1.40420, 2.06418], [4.70542, -2.70313, 2.32525], [4.29057, -2.14558, 4.70381], [2.13525, -1.05553, 5.35669], [0.47610, -0.56217, 3.55450], [0.86546, 3.52309, -0.60737], [1.06685, 2.88455, -1.89973], [0.75232, 3.69372, -3.07606], [1.42324, 3.11627, -4.30123], [1.05590, 1.65397, -4.42015], [1.37392, 0.95464, -3.17430], [1.64396, -0.47144, -3.29707], [1.30900, 1.56901, -1.98095], [1.48221, 0.91775, -0.89849], [1.32600, 4.50923, -0.63662], [1.33474, 2.93864, 0.17704], [-0.19900, 3.62984, -0.38718], [1.09710, 4.70765, -2.87379], [-0.33475, 3.73575, -3.20707], [2.50681, 3.21484, -4.21455], [1.10926, 3.65945, -5.19106], [1.62222, 1.16915, -5.21424], [-0.00659, 1.52521, -4.65080], [2.33757, -0.62258, -4.12409], [0.72691, -1.02631, -3.50340], [2.11921, -0.85785, -2.40130], [-3.06492, 2.67858, 2.28568], [-3.83643, 1.80332, 1.53279], [-3.22637, 0.78350, 0.82129], [-1.83222, 0.61905, 0.84231], [-1.08130, 1.51115, 1.60042], [-1.68734, 2.53277, 2.32098], [-1.17018, -0.81864, -0.13560], [-1.75511, -2.48741, 0.39044], [-1.75003, -2.89560, 1.72935], [-2.21577, -4.14689, 2.08872], [-2.69323, -5.01245, 1.11203], [-2.70365, -4.63124, -0.21928], [-2.23364, -3.37602, -0.57921], [-3.54211, 3.47163, 2.84569], [-4.91219, 1.91184, 1.50486], [-3.84750, 0.10289, 0.25009], [0.00365, 1.43652, 1.64527], [-1.08410, 3.21063, 2.91005], [-1.37560, -0.69224, -1.60213], [-1.38436, -2.22843, 2.49976], [-2.21082, -4.45275, 3.12583], [-3.05996, -5.99065, 1.39326], [-3.07714, -5.30755, -0.97598], [-2.24273, -3.08624, -1.62270]], "forces_ev_per_a": [[0.20, -0.22, -0.06], [-0.07, 0.03, 0.21], [0.23, -0.22, 0.09], [-0.09, -0.13, -0.15], [-0.02, 0.06, 0.20], [-0.06, -0.01, -0.14], [-0.09, -0.15, 0.04], [0.18, 0.36, -0.12], [0.00, -0.01, -0.01], [0.01, 0.00, 0.00], [0.00, 0.02, 0.01], [0.01, 0.02, 0.04], [0.03, 0.01, 0.05], [-0.02, 0.00, -0.10], [-0.02, 0.00, 0.07], [0.02, 0.02, -0.05], [0.00, -0.04, 0.03], [0.04, 0.07, 0.10], [0.05, 0.03, 0.02], [-0.17, -0.14, -0.03], [0.03, 0.24, -0.25], [-0.01, 0.01, 0.02], [-0.02, 0.05, -0.05], [0.00, 0.01, 0.01], [0.02, -0.02, -0.04], [0.03, 0.01, -0.01], [0.00, 0.01, 0.01], [-0.02, -0.01, 0.00], [0.01, 0.04, -0.01], [0.01, 0.03, 0.00], [-0.03, 0.00, 0.00], [-0.01, -0.03, 0.04], [-0.02, 0.00, 0.02], [-0.04, 0.03, 0.01], [0.03, -0.01, -0.01], [0.07, 0.04, 0.07], [-0.47, -0.04, -0.08], [0.21, 0.09, 0.11], [-0.01, -0.03, -0.03], [0.13, -0.11, 0.03], [-0.12, -0.07, -0.04], [0.00, 0.06, -0.04], [0.00, -0.02, -0.04], [-0.03, -0.08, 0.06], [0.04, 0.08, -0.05], [0.05, -0.03, 0.07], [0.01, 0.01, 0.01], [-0.01, 0.01, 0.00], [0.01, -0.03, -0.02], [-0.05, -0.09, -0.04], [0.01, 0.01, 0.01], [-0.02, 0.10, 0.01], [0.02, 0.07, 0.03], [0.00, 0.00, 0.02], [0.00, -0.01, 0.01], [0.00, -0.01, -0.01], [-0.01, 0.02, -0.03]], "homo_lumo_gap_ev": [6.71, 8.31], "e_homo_ev": [-10.77, -10.84], "multiplicity": 5, "de_lowest_kcal_mol": 0.0, "energy_ev": -80836.26233, "charge": 1, "e_lumo_ev": [-4.1, -2.5], "s2": 6.438}